# 1
ORCA calculation (wB97M-V/def2-TZVPD) on a cluster of 10 separate species, C36H54ClO31 in total at a distorted geometry.

XYZ file:
```
122
Properties=species:S:1:pos:R:3:forces:R:3:lowdin_charge:R:1
Cl 1.688866 19.920276 -10.458857 -0.47 -1.69 -0.20 0.65
O 2.746401 20.593799 -9.758400 0.18 0.74 0.46 -0.36
O 0.418696 20.010216 -9.756850 0.50 0.49 -0.12 -0.35
O 1.563231 20.467296 -11.788098 -0.04 0.17 -0.01 -0.35
O 2.045578 18.511432 -10.537740 -0.03 0.33 -0.20 -0.36
C 4.368356 25.033631 -7.259084 -0.97 -1.64 1.16 0.00
C 3.274980 25.048933 -8.298389 1.31 0.33 -1.94 -0.32
C 2.464107 23.817134 -8.657412 -0.67 -1.43 1.50 -0.10
O 1.135284 24.313698 -8.870876 0.41 1.13 -0.48 0.03
C 1.122480 25.663359 -8.585707 -0.61 -1.01 0.22 -0.55
O 0.178712 26.369206 -8.707377 -0.19 0.06 -0.21 0.17
O 2.288797 26.037365 -8.068253 0.48 0.57 0.27 0.11
H 3.943751 24.627366 -6.330626 0.00 0.23 0.09 0.10
H 4.866450 25.958822 -6.993220 -0.13 0.25 -0.57 0.09
H 5.082804 24.265799 -7.552141 0.26 0.31 -0.17 0.06
H 3.771554 25.233820 -9.265655 -0.04 0.83 0.21 0.16
H 2.367132 23.080602 -7.845443 0.20 0.14 0.02 0.14
H 2.816661 23.258167 -9.522181 -0.03 0.29 -0.15 0.12
C 6.807510 21.332300 -6.719043 0.65 0.03 -0.18 -0.01
C 6.816097 21.468161 -8.228908 0.53 0.50 -0.19 -0.28
C 5.518341 21.890039 -8.943100 -0.15 -0.13 0.03 -0.08
O 5.835014 23.141185 -9.563908 -0.23 0.11 -0.35 0.04
C 7.137889 23.418661 -9.420735 0.89 0.14 -0.21 -0.59
O 7.746935 24.279968 -9.981681 -0.60 0.00 0.18 0.16
O 7.707184 22.563652 -8.561365 0.06 -0.09 0.26 0.07
H 6.498542 22.269832 -6.256082 -0.47 -0.16 0.01 0.09
H 7.841462 21.202658 -6.390420 0.01 -0.11 -0.10 0.09
H 6.263559 20.458442 -6.367364 -0.33 0.18 -0.03 0.09
H 7.309070 20.630096 -8.726086 -0.46 -0.36 0.24 0.14
H 4.665179 22.061206 -8.286158 0.11 -0.21 0.11 0.12
H 5.218820 21.200303 -9.731172 -0.08 -0.06 0.16 0.11
C -1.227294 17.301351 -7.816782 0.29 2.23 -0.63 -0.02
C 0.074023 16.736112 -8.315262 -0.44 -1.35 0.04 -0.28
C 1.256712 17.194364 -7.478616 0.05 0.76 -0.67 -0.09
O 2.032182 16.011475 -7.296208 -0.27 0.62 0.47 0.06
C 1.233669 14.942406 -7.516264 0.74 -1.15 -0.19 -0.58
O 1.567361 13.825726 -7.254597 -0.26 0.24 0.07 0.15
O 0.103861 15.284918 -8.128749 -0.23 0.39 0.40 0.10
H -2.152028 17.021006 -8.313517 0.13 -0.65 0.13 0.09
H -1.121740 18.367771 -8.078863 -0.08 -0.08 -0.25 0.06
H -1.303325 17.434334 -6.737792 -0.08 -0.94 0.10 0.09
H 0.253836 16.833934 -9.387636 -0.22 0.54 0.07 0.14
H 0.896857 17.666927 -6.561212 0.30 -0.46 0.34 0.13
H 1.845445 17.942296 -8.010552 0.09 -0.13 -0.02 0.11
C -1.395724 23.390652 -7.050574 1.25 0.00 -0.54 -0.02
C -2.128989 22.171615 -6.561217 -0.47 0.60 -1.42 -0.31
C -1.715226 20.905448 -7.366619 -0.03 1.15 1.34 -0.06
O -0.954396 20.190554 -6.373550 0.26 -0.58 -1.17 0.05
C -1.009250 20.772209 -5.183728 -0.26 0.22 1.01 -0.58
O -0.499556 20.341067 -4.191973 -0.03 0.15 -0.32 0.15
O -1.754774 21.899180 -5.225387 -0.13 -0.39 0.33 0.09
H -1.600522 24.322787 -6.529900 -0.22 -0.13 0.15 0.10
H -1.502523 23.561504 -8.123794 -0.52 -0.04 0.20 0.07
H -0.319509 23.179778 -6.982486 -0.02 0.11 0.33 0.09
H -3.200397 22.359491 -6.676906 -0.03 -0.25 0.61 0.15
H -1.088087 21.241465 -8.187188 0.14 -0.62 -0.17 0.11
H -2.571642 20.312121 -7.670961 0.11 -0.18 -0.14 0.13
C 6.622193 19.405216 -12.117057 -0.91 0.25 0.99 0.00
C 5.188595 19.703274 -12.526197 0.30 -0.69 -1.68 -0.27
C 4.880131 20.908982 -13.434076 0.43 1.46 1.81 -0.09
O 3.994660 20.449114 -14.422092 -0.12 0.20 -0.38 0.05
C 3.945216 19.100471 -14.383575 0.05 -0.11 -0.10 -0.56
O 3.241054 18.432584 -15.070655 0.21 0.11 0.04 0.18
O 4.840376 18.666095 -13.492642 -0.26 -1.01 0.81 0.07
H 7.348156 19.480505 -12.919244 0.05 0.25 0.04 0.09
H 6.644409 18.405598 -11.678703 0.00 -0.13 -0.35 0.06
H 6.811378 20.030839 -11.238075 0.58 0.33 -0.37 0.07
H 4.535436 19.633875 -11.655965 -0.27 -0.03 -0.12 0.13
H 5.796373 21.379554 -13.805192 -0.07 -0.42 -0.59 0.14
H 4.369204 21.707237 -12.886842 -0.06 -0.17 0.06 0.13
C 5.814835 16.940786 -9.217591 0.05 2.05 0.16 -0.03
C 4.532811 16.307818 -9.664582 0.90 -2.03 -0.82 -0.26
C 4.359047 16.151432 -11.194785 0.15 1.37 0.00 -0.09
O 4.141506 14.770641 -11.421517 -0.15 0.22 -0.48 0.09
C 4.345918 14.083061 -10.294953 -0.15 -0.67 0.70 -0.58
O 4.198732 12.905913 -10.157152 0.21 0.32 -0.38 0.15
O 4.748847 14.900537 -9.308338 -0.83 0.48 0.52 0.07
H 5.722192 18.029007 -9.365479 0.18 -0.07 -0.25 0.07
H 6.688949 16.588972 -9.763370 -0.18 -0.16 -0.20 0.09
H 6.057533 16.876378 -8.156553 -0.45 -0.52 0.07 0.09
H 3.599479 16.709664 -9.275837 0.23 -0.14 0.64 0.13
H 5.227764 16.531528 -11.740317 0.19 -0.49 -0.03 0.12
H 3.529024 16.755003 -11.561977 -0.25 -0.37 0.03 0.12
C -0.882459 22.901438 -11.471968 0.21 -0.39 0.81 -0.02
C -1.389505 24.327457 -11.373127 -0.10 -0.88 -0.76 -0.29
C -2.600485 24.586657 -12.265911 -0.34 -1.27 -0.78 -0.11
O -3.585499 25.124162 -11.404795 0.16 0.77 -0.09 0.07
C -3.124593 25.104146 -10.128849 -0.73 0.23 -0.17 -0.57
O -3.750335 25.511763 -9.205947 -0.05 -0.04 0.27 0.17
O -1.927923 24.532434 -10.063610 0.81 0.15 -0.09 0.06
H -0.044191 22.737454 -10.791810 0.16 0.19 -0.19 0.07
H -0.581015 22.578168 -12.467386 0.00 0.28 -0.10 0.08
H -1.633599 22.199406 -11.099755 -0.26 0.12 -0.23 0.10
H -0.592282 25.029621 -11.618708 0.00 0.21 0.56 0.15
H -3.027666 23.657407 -12.667738 0.24 -0.10 0.22 0.13
H -2.381024 25.162385 -13.167145 -0.14 0.67 0.47 0.13
C -2.221434 19.071420 -14.179360 -1.12 0.84 0.18 -0.03
C -1.018095 18.617608 -13.397474 0.02 0.17 0.08 -0.31
C -1.309487 17.722533 -12.187738 -0.61 0.80 0.33 -0.10
O -0.354985 16.690004 -12.306848 -0.44 -0.42 0.67 0.07
C 0.163967 16.669694 -13.546037 0.09 -0.36 -0.24 -0.57
O 0.822977 15.780365 -13.977616 0.08 0.19 -0.01 0.17
O -0.204225 17.769731 -14.221488 0.03 0.26 -0.22 0.08
H -2.062821 19.835225 -14.942921 0.66 -0.36 -0.18 0.07
H -2.921382 19.617326 -13.531702 0.12 -0.30 0.37 0.09
H -2.808301 18.267116 -14.623375 0.29 -0.23 0.04 0.09
H -0.422374 19.462570 -13.045821 0.14 0.04 -0.30 0.12
H -2.357530 17.399806 -12.157922 0.21 -0.72 -0.48 0.13
H -1.208359 18.233348 -11.228125 0.58 0.11 -0.12 0.12
C 0.753835 20.839035 -15.311380 -0.89 0.26 -0.97 -0.01
C 1.345821 21.476004 -16.551071 1.33 0.85 1.07 -0.32
C 2.492023 20.740864 -17.239350 -0.32 -0.98 0.57 -0.09
O 2.277311 21.054314 -18.611575 0.22 -0.16 -0.59 0.07
C 1.014189 21.464143 -18.794864 -0.24 0.06 0.25 -0.57
O 0.494949 21.705644 -19.837371 0.16 -0.08 -0.12 0.15
O 0.391608 21.579824 -17.600078 -0.37 0.09 0.01 0.09
H 1.462111 20.727252 -14.496420 0.11 -0.34 -0.17 0.07
H 0.262646 19.928881 -15.659734 0.36 -0.37 0.54 0.09
H -0.054197 21.488306 -14.961515 0.05 0.07 0.06 0.08
H 1.688132 22.482480 -16.268636 -0.18 0.10 -0.31 0.16
H 2.372396 19.672015 -17.019240 -0.02 -0.01 -0.56 0.13
H 3.524547 20.965422 -16.985953 -0.22 0.53 0.18 0.13
```
Forces are in eV/Å.

For the largest force on an atom, the calculation gives 2.37 eV/A. The charge is -1. The HOMO energy comes out at -8.608 eV. The calculation puts the total energy at -114200.9388 eV.

# 2
ORCA calculation (wB97M-V/def2-TZVPD) on a structure of composition C36H54LiO3P3S2Si at a distorted geometry.

XYZ file:
```
100
Properties=species:S:1:pos:R:3:forces:R:3:lowdin_charge:R:1
Li -0.890874 -1.198694 -0.638161 -0.14 0.12 0.09 0.30
C -3.550792 -2.602428 0.775513 -0.06 0.12 0.04 -0.14
C -4.304258 -1.678711 -0.182897 0.12 0.07 -0.03 -0.59
C -4.533917 -2.371469 -1.526608 -0.08 0.14 0.08 -0.14
P -3.224469 -0.182509 -0.470526 -0.45 -0.28 0.11 1.02
C -4.365396 1.067351 -1.312275 0.30 -0.03 -0.06 -0.54
C -5.848182 1.027066 -0.957592 0.13 -0.10 -0.03 -0.13
C -3.788977 2.459994 -1.032576 0.02 -0.08 -0.10 -0.12
C -3.075288 0.549069 1.195357 -0.12 0.16 -0.01 -0.43
C -4.201947 0.621186 2.020998 -0.01 0.00 0.10 -0.12
C -4.152426 1.281905 3.235402 -0.04 -0.01 0.02 -0.10
C -2.951960 1.847072 3.648029 -0.05 0.03 -0.06 -0.08
C -1.827723 1.725404 2.852469 -0.04 0.10 0.16 -0.12
C -1.843297 1.082857 1.606277 0.03 0.15 -0.05 -0.35
Si -0.212123 0.807319 0.557629 -0.33 -0.19 0.32 0.59
C 0.853367 -0.147165 1.881627 -0.03 0.46 0.48 -0.78
C 1.557040 0.802980 2.898540 0.26 -0.12 0.03 -0.42
C 2.960849 1.109701 2.417486 0.00 -0.08 0.07 -0.05
C 3.678163 0.232251 1.712756 -0.01 0.28 -0.18 -0.12
C 3.082260 -0.977451 1.169898 -0.11 -0.09 -0.03 -0.12
C 1.753388 -1.135488 1.212639 0.11 -0.04 0.05 -0.50
P 0.708079 -2.497361 0.608678 0.94 -0.71 -1.09 0.82
C 1.052320 -4.111123 1.505524 -0.37 0.15 0.07 -0.55
C 2.394482 -4.145823 2.224867 -0.01 -0.13 -0.15 -0.11
C -0.077991 -4.478515 2.467834 0.04 -0.04 -0.04 -0.18
C 1.728193 -2.955658 -1.030711 -0.12 0.10 0.05 -0.54
C 3.038020 -3.746851 -1.069573 -0.04 0.20 0.02 -0.15
C 0.759946 -3.638056 -2.004145 0.10 0.19 0.10 -0.18
C 0.396348 2.626970 0.353720 0.52 0.12 -0.63 -0.29
C -0.213747 3.754357 0.909552 -0.06 -0.10 0.03 -0.10
C 0.209882 5.044276 0.616765 -0.04 0.10 0.06 -0.11
C 1.278226 5.245790 -0.234927 0.10 0.18 -0.06 -0.12
C 1.898777 4.154601 -0.829790 -0.02 -0.08 0.01 -0.11
C 1.456489 2.860795 -0.575258 -0.44 0.13 0.48 -0.40
P 2.051106 1.403691 -1.514535 0.28 0.42 -0.74 1.09
C 3.777232 2.035895 -2.095838 -0.05 -0.33 0.29 -0.54
C 3.934936 2.837904 -3.386439 -0.09 0.04 0.16 -0.15
C 4.707147 0.819319 -2.152807 -0.03 0.10 0.04 -0.15
C 1.088074 1.738826 -3.122610 0.00 -0.10 0.15 -0.55
C -0.390983 2.079459 -2.954075 0.14 -0.04 0.04 -0.13
C 1.240032 0.509214 -4.018166 0.05 0.13 0.07 -0.14
H -4.136595 -3.496993 1.004723 0.00 -0.03 -0.06 0.08
H -3.302293 -2.094385 1.707720 0.03 -0.05 0.02 0.05
H -2.600829 -2.917526 0.329365 0.00 -0.07 0.05 0.05
H -5.267230 -1.398694 0.254765 0.02 0.00 0.00 0.09
H -3.570151 -2.639072 -1.968086 -0.04 -0.04 -0.05 0.06
H -5.059094 -1.720561 -2.230628 0.00 -0.04 -0.05 0.06
H -5.120714 -3.285664 -1.402798 0.00 -0.02 0.00 0.07
H -4.258421 0.860936 -2.383607 0.00 0.00 0.02 0.09
H -5.990740 1.203444 0.107804 -0.06 0.01 0.01 0.06
H -6.307302 0.072710 -1.222286 -0.04 0.01 0.04 0.06
H -6.375587 1.819011 -1.498376 -0.01 0.00 -0.02 0.07
H -4.013451 2.756907 -0.007510 0.04 0.02 0.02 0.08
H -4.214881 3.203585 -1.712349 -0.01 -0.01 -0.02 0.07
H -2.703126 2.464551 -1.143214 0.03 0.09 -0.01 0.05
H -5.130068 0.139574 1.736324 0.00 0.02 -0.07 0.08
H -5.040011 1.357068 3.854486 0.02 -0.06 0.01 0.09
H -2.897458 2.369609 4.596696 0.06 -0.05 0.01 0.10
H -0.897533 2.129984 3.229178 0.02 -0.03 0.02 0.09
H 0.999843 1.748197 2.898137 0.05 -0.11 0.03 0.10
H 3.415292 1.996656 2.846981 0.09 -0.06 -0.01 0.10
H 4.737549 0.398257 1.535765 -0.01 0.06 0.04 0.09
H 3.735613 -1.728198 0.748309 -0.01 -0.02 -0.03 0.08
H 1.051755 -4.849207 0.690535 0.02 0.05 0.01 0.08
H 2.482877 -3.317539 2.920505 -0.02 0.16 0.15 0.05
H 3.225819 -4.089236 1.522655 0.04 0.01 0.08 0.05
H 2.485912 -5.078208 2.794043 0.02 -0.02 -0.02 0.07
H -0.000130 -3.890646 3.381701 -0.03 0.02 0.00 0.04
H -0.018576 -5.542405 2.726991 -0.01 -0.01 -0.01 0.06
H -1.055185 -4.275573 2.020861 -0.02 -0.05 0.05 0.05
H 1.928997 -1.944035 -1.414116 0.03 -0.02 0.02 0.07
H 2.886490 -4.777858 -0.736898 0.03 -0.01 0.04 0.06
H 3.812121 -3.295669 -0.451577 0.03 -0.07 0.00 0.04
H 3.425782 -3.785848 -2.097438 0.01 -0.07 0.01 0.06
H 0.622753 -4.689467 -1.729710 -0.11 -0.01 -0.02 0.06
H 1.133225 -3.604602 -3.034857 0.00 -0.07 -0.01 0.06
H -0.225827 -3.156900 -1.988344 -0.01 -0.12 -0.07 0.03
H -1.055410 3.623610 1.579629 0.06 0.04 -0.04 0.08
H -0.292702 5.897035 1.062012 -0.01 -0.03 0.02 0.09
H 1.621441 6.251248 -0.455437 0.02 -0.01 0.01 0.09
H 2.725418 4.334530 -1.508195 -0.07 -0.02 0.03 0.08
H 4.106249 2.655431 -1.253837 -0.01 -0.04 -0.04 0.09
H 3.664913 2.233026 -4.255719 -0.01 0.05 -0.03 0.07
H 4.983310 3.132319 -3.503826 0.00 -0.01 -0.02 0.07
H 3.331685 3.747517 -3.397627 0.02 -0.04 -0.09 0.05
H 4.451665 0.169608 -2.995653 0.00 -0.02 0.02 0.06
H 4.611652 0.236794 -1.241024 0.04 -0.15 0.10 0.05
H 5.753083 1.126546 -2.264461 -0.02 -0.01 -0.04 0.07
H 1.563563 2.601499 -3.596205 -0.04 -0.06 0.00 0.07
H -0.949080 1.207423 -2.611087 -0.08 0.00 0.07 0.04
H -0.805712 2.409272 -3.914202 -0.01 -0.04 0.01 0.07
H -0.531756 2.877862 -2.226251 -0.07 0.03 0.00 0.06
H 0.718052 -0.335645 -3.558438 0.07 -0.03 -0.05 0.07
H 2.289635 0.231605 -4.139254 -0.01 -0.08 -0.05 0.05
H 0.811064 0.684168 -5.010233 -0.01 -0.02 -0.01 0.07
O 1.901061 -0.949250 6.285374 -0.19 0.08 -0.11 -0.53
S 2.258083 -1.105340 4.863252 0.37 0.12 0.03 0.64
O 1.628152 0.467674 4.280300 -0.15 -0.22 -0.07 -0.35
O 3.724249 -0.989903 4.681046 -0.19 0.05 -0.14 -0.52
S -0.417444 -1.307185 2.532039 -0.25 0.04 0.35 0.61
```
Forces are in eV/Å.

For the largest force on an atom, the calculation gives 1.60 eV/A. The charge is -2. The HOMO energy comes out at -0.793 eV. The calculation puts the total energy at -101970.2881 eV.